{
  "formula": "C61H85F24N6O12P",
  "method": "wB97M-V/def2-TZVPD",
  "species": ["C", "C", "C", "C", "N", "C", "C", "C", "C", "C", "C", "C", "H", "H", "H", "H", "H", "H", "H", "H", "H", "H", "H", "H", "H", "H", "H", "H", "H", "H", "H", "H", "H", "H", "H", "H", "P", "F", "F", "F", "F", "F", "F", "N", "C", "C", "C", "C", "H", "H", "H", "H", "H", "N", "C", "C", "C", "C", "H", "H", "H", "H", "H", "N", "C", "C", "C", "C", "H", "H", "H", "H", "H", "N", "C", "C", "C", "C", "H", "H", "H", "H", "H", "N", "C", "C", "C", "C", "H", "H", "H", "H", "H", "C", "C", "C", "C", "C", "C", "H", "H", "H", "H", "H", "H", "C", "C", "O", "C", "O", "C", "F", "F", "F", "H", "H", "H", "H", "H", "C", "C", "O", "C", "O", "C", "F", "F", "F", "H", "H", "H", "H", "H", "C", "C", "O", "C", "O", "C", "F", "F", "F", "H", "H", "H", "H", "H", "C", "C", "O", "C", "O", "C", "F", "F", "F", "H", "H", "H", "H", "H", "C", "C", "O", "C", "O", "C", "F", "F", "F", "H", "H", "H", "H", "H", "C", "C", "O", "C", "O", "C", "F", "F", "F", "H", "H", "H", "H", "H"],
  "coordinates": [[-2.512, -1.252, 2.167], [-1.160, -1.830, 2.551], [-0.074, -1.068, 1.873], [0.021, 0.462, 2.166], [1.149, 1.183, 1.601], [2.495, 0.692, 2.187], [3.213, 2.002, 2.432], [2.136, 2.897, 3.082], [0.943, 2.632, 2.080], [1.251, 1.282, -0.015], [-0.193, 1.482, -0.777], [-0.189, 1.299, -2.364], [-2.599, -0.588, 1.307], [-2.882, -0.753, 3.062], [-3.254, -2.031, 1.990], [-1.184, -2.871, 2.229], [-0.939, -1.820, 3.619], [-0.170, -1.095, 0.788], [0.873, -1.566, 2.084], [-0.061, 0.586, 3.246], [-0.963, 0.808, 1.849], [2.901, -0.013, 1.461], [2.263, 0.240, 3.151], [3.567, 2.603, 1.594], [4.014, 1.935, 3.169], [2.428, 3.932, 3.258], [1.930, 2.357, 4.007], [1.136, 3.276, 1.222], [-0.053, 2.833, 2.473], [1.643, 0.301, -0.282], [2.019, 1.936, -0.427], [-0.393, 2.539, -0.602], [-0.892, 0.733, -0.403], [-0.147, 0.248, -2.648], [0.634, 1.834, -2.837], [-1.062, 1.778, -2.808], [-4.864, 6.978, 2.902], [-5.548, 7.750, 4.206], [-4.289, 8.409, 2.222], [-3.492, 6.821, 3.790], [-4.038, 6.254, 1.699], [-5.484, 5.455, 3.336], [-6.188, 7.216, 1.936], [-2.222, 9.136, -2.339], [-1.800, 10.394, -2.574], [-1.521, 10.485, -3.944], [-1.833, 9.245, -4.565], [-2.169, 8.365, -3.494], [-2.437, 8.795, -1.413], [-1.849, 11.140, -1.794], [-1.329, 11.377, -4.523], [-1.828, 9.153, -5.641], [-2.441, 7.321, -3.529], [4.358, -2.745, 7.685], [4.846, -3.145, 6.556], [4.103, -4.149, 5.969], [3.047, -4.308, 6.876], [3.209, -3.420, 7.954], [4.888, -2.238, 8.379], [5.770, -2.708, 6.210], [4.428, -4.596, 5.042], [2.185, -4.941, 6.721], [2.728, -3.250, 8.906], [-6.981, 4.063, -2.367], [-6.385, 2.863, -1.995], [-6.363, 2.072, -3.191], [-7.087, 2.814, -4.125], [-7.378, 4.087, -3.636], [-7.062, 4.819, -1.702], [-5.968, 2.668, -1.018], [-5.963, 1.074, -3.297], [-7.176, 2.266, -5.052], [-7.862, 4.953, -4.063], [3.173, 7.126, -2.607], [3.698, 7.593, -1.483], [4.957, 7.091, -1.343], [5.296, 6.425, -2.486], [4.139, 6.404, -3.292], [2.249, 7.334, -2.957], [3.021, 8.236, -0.942], [5.683, 7.174, -0.548], [6.254, 5.944, -2.622], [3.855, 6.006, -4.255], [-4.930, -10.145, 5.912], [-5.809, -9.256, 6.505], [-5.224, -8.051, 6.679], [-3.895, -8.171, 6.236], [-3.707, -9.441, 5.783], [-5.025, -11.093, 5.576], [-6.824, -9.609, 6.614], [-5.648, -7.151, 7.100], [-3.091, -7.451, 6.268], [-2.811, -9.847, 5.338], [0.561, 13.689, 3.718], [0.214, 12.732, 4.664], [1.015, 11.624, 4.869], [2.133, 11.503, 4.103], [2.465, 12.376, 3.044], [1.583, 13.414, 2.817], [-0.246, 14.377, 3.512], [-0.688, 12.909, 5.231], [0.863, 10.880, 5.637], [2.730, 10.657, 4.409], [3.296, 12.108, 2.407], [1.687, 14.054, 1.953], [-4.771, -6.646, -2.005], [-5.607, -7.604, -1.205], [-5.306, -8.886, -1.661], [-4.137, -9.495, -1.318], [-3.369, -9.000, -0.440], [-3.978, -10.900, -1.906], [-3.944, -11.873, -0.869], [-4.988, -11.109, -2.768], [-2.813, -10.984, -2.544], [-5.229, -5.657, -1.974], [-4.507, -6.917, -3.028], [-3.816, -6.590, -1.483], [-6.653, -7.601, -1.511], [-5.644, -7.621, -0.116], [10.432, 2.360, 1.506], [10.664, 1.089, 2.326], [11.071, -0.039, 1.486], [10.816, -1.303, 1.808], [10.059, -1.695, 2.728], [11.513, -2.313, 0.894], [12.326, -2.992, 1.662], [10.628, -3.195, 0.375], [12.226, -1.661, -0.066], [11.386, 2.706, 1.107], [10.070, 3.179, 2.127], [9.714, 2.237, 0.695], [9.639, 0.841, 2.599], [11.362, 1.155, 3.160], [-4.923, -6.335, -12.022], [-4.494, -4.863, -11.982], [-3.895, -4.541, -10.697], [-2.687, -3.971, -10.595], [-1.863, -3.764, -11.490], [-2.520, -3.455, -9.136], [-3.178, -2.292, -9.064], [-3.068, -4.202, -8.240], [-1.221, -3.221, -8.806], [-4.130, -7.082, -11.972], [-5.549, -6.503, -12.898], [-5.592, -6.595, -11.201], [-5.328, -4.218, -12.258], [-3.742, -4.684, -12.750], [-15.777, 0.290, 6.766], [-15.003, -0.691, 5.799], [-13.580, -0.615, 5.712], [-12.848, 0.233, 4.950], [-13.388, 1.061, 4.205], [-11.300, 0.169, 5.155], [-10.713, -0.574, 4.196], [-10.734, 1.391, 5.093], [-11.057, -0.374, 6.321], [-15.590, 0.122, 7.827], [-16.846, 0.147, 6.607], [-15.505, 1.328, 6.575], [-15.282, -0.459, 4.772], [-15.247, -1.744, 5.940], [11.527, -0.156, -7.825], [10.307, 0.490, -7.281], [9.601, -0.275, -6.318], [8.676, 0.268, -5.557], [8.317, 1.415, -5.671], [7.867, -0.715, -4.652], [6.755, -1.176, -5.145], [8.658, -1.704, -4.420], [7.564, 0.005, -3.511], [11.350, -1.152, -8.233], [12.234, -0.223, -6.998], [12.031, 0.475, -8.557], [9.582, 0.615, -8.086], [10.518, 1.475, -6.864], [6.855, -9.458, 1.532], [6.595, -8.085, 0.936], [5.379, -7.996, 0.289], [5.016, -6.786, -0.355], [5.487, -5.642, -0.173], [3.708, -6.886, -1.191], [3.173, -8.073, -1.125], [2.821, -5.946, -0.762], [3.785, -6.706, -2.590], [6.028, -9.801, 2.154], [7.837, -9.413, 2.005], [7.081, -10.139, 0.711], [7.406, -8.037, 0.209], [6.889, -7.307, 1.641]],
  "atomic_forces_ev_per_a": [[-1.3, -0.2, 1.4], [-0.4, 0.1, -0.7], [2.2, 0.8, -1.1], [-2.4, -2.9, 0.5], [0.1, 2.2, -1.3], [-0.7, 1.2, -0.8], [0.4, 1.5, 0.9], [-1.0, -2.1, -0.7], [1.8, 1.3, 0.6], [-2.0, -2.5, -0.7], [2.2, 0.2, -0.4], [0.7, 0.3, 1.2], [0.5, 0.1, 0.0], [-0.4, 0.5, -0.3], [0.1, -0.1, 0.0], [0.6, 0.0, 0.0], [-0.5, 0.0, 0.1], [-0.2, -0.5, -0.2], [0.3, 0.1, 0.1], [0.8, 0.4, 0.2], [0.4, 0.8, -0.5], [0.2, 0.1, 0.3], [0.1, -0.3, -0.2], [0.3, -0.8, -0.5], [0.3, -0.4, -0.3], [-0.3, -0.2, -0.2], [-0.4, 0.6, 0.5], [-0.3, 0.0, 0.0], [0.1, -0.4, -0.1], [-0.2, -0.3, 0.0], [-0.2, 0.7, 1.0], [-0.9, -0.3, 0.3], [-0.2, 0.6, 0.4], [0.0, 0.1, 0.0], [0.3, -0.2, 0.1], [-0.3, -0.3, 0.4], [0.1, 0.6, -0.7], [0.4, -1.0, -1.7], [-0.4, -0.6, 1.4], [-0.9, -0.1, 0.0], [-0.5, -0.6, -0.3], [0.9, 2.1, 0.0], [0.7, -0.5, 1.1], [0.4, -1.4, -0.4], [0.1, 0.6, -1.5], [-0.9, 0.2, 0.5], [0.2, -0.4, 2.4], [-0.2, 1.5, -1.3], [0.0, -0.1, -0.2], [0.2, -0.1, -0.1], [0.2, 0.1, 0.3], [0.1, -0.7, 0.2], [-0.1, 0.2, 0.3], [-1.0, 0.9, 2.8], [2.9, -0.6, -3.4], [0.8, 1.4, 0.6], [-1.5, 0.0, 0.9], [-0.1, -1.1, -0.7], [-0.3, 0.2, -0.3], [0.1, -0.1, -0.1], [-0.6, -0.2, 0.1], [0.1, -0.1, 0.2], [-0.3, -0.3, -0.3], [1.1, -0.4, 2.8], [0.2, -0.5, -2.5], [-0.6, 1.6, 3.3], [0.8, -0.5, -1.3], [-0.4, -1.5, -1.3], [-0.1, 0.0, -0.2], [-0.2, 0.3, -0.1], [-0.1, 0.1, 0.0], [-0.6, 1.1, -0.6], [0.0, -0.2, 0.0], [0.7, -1.0, -2.2], [-1.3, 0.8, 1.7], [0.9, 1.2, 1.7], [-1.2, -1.6, -2.3], [0.2, 0.2, 0.4], [0.3, 0.0, 0.1], [0.6, 0.0, 0.7], [-0.4, 0.5, 0.3], [-0.2, -0.1, -0.4], [0.5, -0.1, 0.1], [2.4, 1.8, 0.1], [-1.2, -1.8, -0.9], [0.0, 0.7, 0.4], [0.9, -0.2, -0.1], [-0.9, -0.7, -0.3], [-0.5, 0.4, 0.4], [0.0, 0.3, 0.3], [-0.2, -0.2, 0.0], [-0.2, 0.2, 0.0], [-0.2, -0.3, 0.1], [-1.3, -1.5, -0.5], [-0.1, 0.6, 0.5], [-0.3, 0.6, 0.4], [1.3, -0.3, -0.5], [-0.9, -1.2, 1.0], [0.5, 0.9, -0.1], [0.5, 0.7, -0.2], [-0.1, -0.2, 0.2], [-0.4, 0.1, 0.0], [0.6, -0.1, -0.6], [0.0, 0.3, -0.1], [0.2, 0.1, -0.1], [0.8, 1.2, 1.4], [-1.5, -0.2, -0.9], [2.2, -4.0, -0.7], [0.6, 3.6, 4.7], [-2.4, -2.2, -3.7], [0.0, -0.8, 0.8], [-0.5, 1.9, -2.2], [0.8, -0.7, 0.7], [-0.4, -0.2, 0.1], [0.1, 0.1, -0.2], [-0.7, -0.3, 0.0], [0.2, 0.3, -0.1], [-0.2, 0.7, 0.0], [0.8, 0.7, 0.0], [1.5, 0.0, -0.2], [-2.1, -0.5, -0.5], [0.8, -0.1, -0.4], [-3.5, 0.3, 3.0], [2.6, 1.2, -2.9], [-0.5, 0.7, -0.5], [1.1, -0.7, 0.3], [0.7, 1.0, -0.2], [-0.7, -1.2, 0.4], [-0.1, 0.1, -0.3], [-0.1, -0.3, 0.3], [0.1, -0.3, 0.1], [0.3, -0.3, 1.0], [-0.2, 0.1, -0.1], [-0.6, 0.2, 0.5], [1.1, -1.0, -0.9], [-0.1, 0.4, 0.2], [1.3, 0.2, -2.5], [-2.2, -0.6, 2.4], [1.0, 1.3, -0.8], [0.1, 0.7, -0.3], [-0.3, -1.7, 1.2], [-1.0, -0.4, -0.5], [0.3, 0.4, -0.3], [0.3, 0.0, -0.3], [0.0, 0.3, 0.3], [0.0, 0.2, 0.9], [0.1, 0.0, 0.1], [1.2, -0.7, -0.4], [-1.0, 1.3, -1.3], [2.8, -0.1, 1.2], [-3.9, 2.3, -1.4], [1.9, -2.0, 1.6], [-0.2, 0.3, -0.8], [-0.4, 0.1, 0.2], [-0.7, -0.7, 0.2], [0.5, -0.3, 0.8], [0.2, -0.3, -0.1], [0.1, 0.0, -0.2], [-0.1, -0.1, -0.3], [-0.7, 0.1, 0.0], [0.2, 0.2, 0.4], [0.9, -0.6, 1.0], [-1.3, 1.6, -1.1], [0.6, -2.2, 1.3], [-1.5, 1.8, -1.7], [0.2, -0.3, 0.6], [1.1, 2.7, 0.4], [-1.0, 0.0, -0.7], [0.9, -1.9, 1.4], [0.3, -1.2, -0.8], [0.0, 0.1, 0.0], [0.2, -0.4, 0.0], [-0.4, 0.0, -0.1], [0.0, 0.4, -0.1], [0.0, 0.0, 0.0], [-0.2, 0.1, -0.7], [3.3, -0.3, 0.3], [-2.6, 2.7, -2.4], [1.8, 2.5, 2.1], [-1.1, -4.6, -0.7], [-1.1, 0.3, -2.3], [-0.5, -0.9, 1.0], [1.0, -0.9, -0.1], [1.0, 0.6, 2.2], [0.4, -0.2, 0.2], [-0.3, 0.1, 0.7], [-0.7, -0.3, 0.0], [-0.1, 0.5, -0.5], [-1.1, 0.4, 0.2]],
  "gap_ev": 6.933,
  "homo_ev": -7.6458,
  "spin_multiplicity": 1,
  "total_energy_ev": -172652.027,
  "lumo_energy_ev": -0.7127
}

=====

{
  "formula": "C20H23NO4",
  "method": "wB97M-V/def2-TZVPD",
  "species": ["C", "C", "C", "C", "C", "C", "C", "O", "O", "C", "C", "O", "N", "C", "C", "C", "C", "C", "C", "C", "C", "C", "C", "C", "O", "H", "H", "H", "H", "H", "H", "H", "H", "H", "H", "H", "H", "H", "H", "H", "H", "H", "H", "H", "H", "H", "H", "H"],
  "coordinates": [[0.372, -0.394, -4.292], [-0.372, 0.292, -3.192], [-1.749, 0.327, -3.141], [-2.422, 0.965, -2.103], [-1.709, 1.561, -1.092], [-0.308, 1.537, -1.103], [0.465, 2.082, 0.015], [1.681, 2.035, 0.094], [-0.299, 2.612, 0.987], [0.348, 2.923, 2.215], [0.392, 1.687, 3.134], [1.254, 1.533, 3.967], [-0.631, 0.843, 2.913], [-0.698, -0.509, 3.431], [-2.135, -0.835, 3.820], [-0.111, -1.494, 2.404], [-0.842, -1.493, 1.055], [-0.047, -2.181, -0.021], [1.193, -1.681, -0.402], [1.922, -2.288, -1.407], [1.418, -3.407, -2.050], [0.185, -3.913, -1.679], [-0.541, -3.303, -0.670], [0.368, 0.911, -2.167], [1.701, 0.877, -2.255], [0.932, -1.234, -3.882], [-0.310, -0.757, -5.056], [1.090, 0.289, -4.740], [-2.316, -0.152, -3.926], [-3.501, 0.985, -2.092], [-2.216, 2.060, -0.280], [1.372, 3.263, 2.040], [-0.235, 3.718, 2.685], [-1.286, 1.078, 2.181], [-0.060, -0.524, 4.322], [-2.477, -0.153, 4.594], [-2.797, -0.744, 2.962], [-2.196, -1.850, 4.201], [0.934, -1.222, 2.247], [-0.129, -2.501, 2.826], [-1.813, -1.980, 1.157], [-1.013, -0.463, 0.730], [1.594, -0.807, 0.092], [2.880, -1.882, -1.694], [1.985, -3.882, -2.838], [-0.214, -4.786, -2.175], [-1.504, -3.703, -0.387], [2.081, 1.295, -1.451]],
  "atomic_forces_ev_per_a": [[0.1, 0.0, 0.1], [0.1, 0.0, 0.0], [0.2, 0.1, 0.1], [-0.2, 0.1, 0.1], [0.1, 0.0, -0.1], [0.0, -0.1, -0.2], [0.1, -0.1, -0.1], [-0.1, 0.0, 0.1], [-0.2, 0.1, -0.3], [0.6, 0.1, 0.4], [-0.2, 0.4, -0.4], [0.3, 0.0, 0.2], [-0.5, -0.2, -0.2], [0.1, -0.3, 0.2], [0.3, 0.1, 0.0], [-0.2, 0.2, 0.1], [0.2, -0.1, 0.2], [-0.1, 0.0, 0.0], [0.0, -0.1, 0.0], [0.1, 0.0, 0.0], [0.1, -0.1, -0.1], [0.0, -0.1, -0.1], [0.0, 0.0, 0.0], [-0.5, 0.2, 0.2], [0.3, 0.0, 0.0], [0.1, -0.1, -0.1], [0.0, 0.0, -0.1], [0.1, 0.0, -0.1], [0.0, -0.1, -0.1], [-0.1, 0.0, 0.0], [0.0, 0.0, 0.0], [-0.2, -0.1, 0.1], [0.0, -0.1, -0.1], [0.2, 0.0, 0.1], [-0.1, 0.0, -0.1], [-0.1, 0.0, 0.1], [-0.1, 0.0, -0.1], [-0.1, -0.1, 0.0], [0.0, 0.0, 0.0], [0.1, -0.1, 0.0], [-0.1, 0.1, -0.1], [-0.1, 0.0, 0.0], [0.0, 0.1, 0.1], [0.1, 0.0, 0.0], [0.0, 0.0, -0.1], [0.0, -0.1, 0.0], [-0.1, 0.0, 0.0], [-0.2, 0.0, -0.1]],
  "e_above_lowest_kcal_mol": 0.0,
  "gap_ev": 8.962,
  "homo_ev": -8.7018,
  "smiles": "Cc1cccc(C(=O)OCC(=O)N[C@@H](C)CCc2ccccc2)c1O",
  "spin_multiplicity": 1,
  "total_energy_ev": -30795.184,
  "lumo_energy_ev": 0.2604
}

=====

{
  "formula": "C3H14BNNbO2Pd",
  "method": "wB97M-V/def2-TZVPD",
  "species": ["C", "N", "C", "Nb", "C", "B", "O", "O", "H", "H", "H", "H", "H", "H", "H", "H", "H", "H", "H", "H", "H", "H", "Pd"],
  "coordinates": [[-1.646, -0.617, 2.050], [-0.950, 0.709, 2.270], [0.430, 0.566, 1.670], [0.724, 1.542, -0.365], [-0.431, -0.080, -1.491], [0.416, -1.500, -1.414], [0.089, -2.583, -0.447], [1.545, -1.735, -2.377], [-2.779, -0.622, 2.352], [-1.112, -1.418, 2.733], [-1.526, -1.012, 0.931], [-1.484, 1.520, 1.887], [0.623, -0.600, 1.529], [1.199, 1.036, 2.447], [-0.763, 2.555, -0.182], [1.736, 2.850, 0.396], [2.246, 0.542, -0.655], [1.063, 2.331, -1.980], [-1.530, -0.233, -1.117], [-0.501, 0.188, -2.652], [0.744, -2.423, 0.316], [2.366, -1.595, -1.793], [-0.457, 0.579, -4.109]],
  "atomic_forces_ev_per_a": [[-0.8, -1.3, 0.4], [1.9, -2.1, -3.5], [-1.7, -2.3, 3.5], [-0.4, -1.1, 0.0], [-0.6, -2.0, 1.6], [1.1, -1.5, -0.8], [2.0, 3.4, 0.0], [-1.2, 1.4, 3.6], [2.3, 0.4, -0.7], [-1.0, 1.7, -1.4], [-0.3, 0.9, 2.1], [0.4, -0.3, 0.8], [-0.1, 2.6, 0.6], [-0.9, -0.2, -2.2], [-0.5, 0.5, -0.1], [0.3, 0.1, -0.8], [0.2, 0.1, 0.3], [-0.3, 0.3, 0.0], [1.8, 0.4, -0.9], [0.0, -0.1, 1.7], [-1.3, -0.9, -1.5], [-1.4, -0.5, -1.5], [0.4, 0.6, -1.1]],
  "gap_ev": 4.129,
  "homo_ev": -12.6225,
  "charge": 1,
  "spin_multiplicity": 1,
  "total_energy_ev": -14609.742,
  "lumo_energy_ev": -8.4937
}

=====

{
  "formula": "C4H8N2O3",
  "method": "wB97M-V/def2-TZVPD",
  "species": ["C", "C", "N", "O", "C", "O", "N", "C", "O", "H", "H", "H", "H", "H", "H", "H", "H"],
  "coordinates": [[-1.616, 2.127, -0.928], [-1.181, 0.768, -1.528], [-0.766, -0.071, -0.403], [0.468, 0.423, 0.156], [1.201, -0.122, 1.115], [1.871, 0.625, 1.773], [1.076, -1.483, 1.574], [1.760, -2.527, 1.047], [2.189, -2.588, -0.071], [-2.507, 1.952, -0.503], [-0.851, 2.473, -0.174], [-1.617, 2.913, -1.538], [-1.964, 0.181, -1.869], [-0.451, 1.185, -2.298], [-0.564, -1.065, -0.623], [1.056, -1.421, 2.588], [1.897, -3.371, 1.681]],
  "atomic_forces_ev_per_a": [[3.5, -2.6, 2.1], [2.6, 3.0, 1.0], [0.9, -1.8, 0.6], [0.2, 0.3, -1.0], [-0.5, 0.7, 1.1], [0.5, -0.1, -0.1], [-0.8, 1.0, 0.2], [0.2, -0.2, -0.9], [0.1, 0.4, -1.0], [-3.3, 0.0, 1.9], [-0.8, -0.8, -0.4], [-0.4, 2.8, -3.2], [-1.6, -0.6, -1.4], [-0.2, -2.0, 0.5], [-0.2, 0.9, -0.4], [0.0, -0.4, -0.2], [-0.1, -0.7, 1.2]],
  "e_above_lowest_kcal_mol": 94.5,
  "gap_ev": 10.345,
  "homo_ev": -9.6471,
  "smiles": "CCNOC(=O)NC=O",
  "spin_multiplicity": 1,
  "total_energy_ev": -13397.591,
  "lumo_energy_ev": 0.6982
}